72
Properties=species:S:1:pos:R:3 method="wB97M-V/def2-TZVPD" total_charge=+4 e_tot_ev=-122558.9449 max_force_ev_per_a=5.1 multiplicity=6
N 7.48550 -1.03040 0.63148
C 6.66295 -1.00531 1.67939
C 5.33228 -0.58550 1.57493
C 4.77279 -0.38665 0.27896
C 5.71690 -0.16259 -0.75615
C 7.04992 -0.57693 -0.53695
C 3.32965 -0.70042 -0.00807
Ir 1.59788 -0.26649 -1.43777
P -1.67586 -1.37682 -2.88953
C 3.06942 -1.54975 -1.19828
C 2.60729 -2.94581 -1.00698
C 2.27645 -3.63241 -2.18930
C 1.72488 -4.90056 -2.10069
C 1.43533 -5.33509 -0.79982
C 1.99551 -4.80126 0.36265
C 2.60296 -3.54842 0.25341
Br 0.30220 -6.82574 -0.68113
H 2.76812 -0.91590 0.92952
H 3.77784 -1.53995 -2.03862
H 4.73714 -0.49542 2.48872
H 5.44942 0.26567 -1.71902
H 7.07062 -1.35064 2.62908
H 7.78024 -0.58838 -1.34906
H 2.38191 -3.13465 -3.15213
H 3.01569 -3.03241 1.12515
H 1.48650 -5.49326 -2.97884
H 1.97870 -5.31768 1.31894
P 1.46498 2.10371 -1.51280
C -1.24179 -2.66220 -1.68806
C -1.82236 -4.01247 -2.14346
H -1.67603 -2.36360 -0.71904
H -0.14218 -2.69512 -1.58370
H -1.79578 -4.73231 -1.31863
H -2.86448 -3.89398 -2.46838
H -1.24964 -4.43047 -2.98057
C -0.28946 -0.91375 -3.94509
C -0.75809 -0.80855 -5.41157
H 0.47737 -1.70247 -3.83734
H 0.12483 0.03770 -3.55536
H 0.09994 -0.77837 -6.08884
H -1.37798 -1.67112 -5.68581
H -1.35776 0.09160 -5.58622
C -2.39242 0.00241 -1.94899
C -3.93184 -0.05252 -1.98413
H -2.04030 0.94211 -2.40288
H -2.01523 -0.07749 -0.91998
H -4.34266 0.90647 -1.65574
H -4.30269 -0.25439 -2.99683
H -4.33580 -0.82162 -1.31453
C -0.00738 2.99952 -0.80713
C -0.13165 4.49778 -1.10991
H 0.06639 2.84416 0.28037
H -0.91487 2.44198 -1.10157
H 0.47864 5.10538 -0.42720
H 0.15944 4.73870 -2.13859
H -1.17136 4.82471 -0.97581
C 1.49400 2.37274 -3.37672
C 2.65829 1.55174 -3.94230
H 1.57838 3.45314 -3.59756
H 0.51974 2.03414 -3.76764
H 3.55391 2.17859 -4.03794
H 2.89407 0.67163 -3.29873
H 2.39291 1.18724 -4.94233
C 2.84079 3.30342 -1.06971
C 3.37232 3.30649 0.36958
H 2.49722 4.32330 -1.32987
H 3.66851 3.05924 -1.74323
H 4.33210 3.85676 0.36039
H 2.72079 3.83092 1.09259
H 3.55793 2.28756 0.74731
O -0.28346 -0.28543 0.90735
C 0.39691 -0.26833 -0.04336